Density functional theory data (ωB97M-V/def2-TZVPD) for a 2-piece molecular cluster, C2H4NO overall at a distorted geometry.

Each atom is followed by the atoms it is bonded to, with distances in Å.
Positions of all 8 atoms, in Å:
1 C -0.25 0.68 0.51  N3 1.506
2 C -0.05 1.39 -1.49  O4 1.193
3 N 0.19 -0.76 0.52  C1 1.506, H5 1.055, H6 1.157, H7 1.008
4 O -0.82 2.23 -1.82  C2 1.193, H8 1.045
5 H -0.15 -1.15 -0.40  N3 1.055
6 H -0.22 -1.46 1.34  N3 1.157
7 H 1.19 -0.77 0.66  N3 1.008
8 H -1.34 2.85 -1.15  O4 1.045

Output
Charge   +1
DFT total energy   -208.0186 Ha
Frontier orbital gap (alpha / beta)   7.432 / 7.222 eV
Molecular weight   58.06 g/mol
HOMO energy (alpha / beta)   -13.2 / -13.1 eV
Energy above the lowest of the compared OMol25 structures with the same formula, charge and spin   158.17 kcal per mole